[1]
A gas-phase ion, CH3O3S (charge -1), computed with wB97M-V/def2-TZVPD.

```
8
Properties=species:S:1:pos:R:3:lowdin_charge:R:1
C -0.69 0.79 -0.32 -0.80
O 0.73 -1.48 1.03 -0.69
O -0.39 0.73 0.93 -0.13
O -1.71 0.32 -0.68 -0.01
S 0.95 -0.49 0.02 0.60
H -0.05 1.48 -0.95 0.12
H -0.71 -0.14 1.02 0.02
H 1.86 -1.22 -1.05 -0.11
```

Summary:
**HOMO energy**: -2.139 eV
**Energy above the lowest of the compared OMol25 structures with the same formula, charge and spin**: 109.8 kcal/mol
**Lowest unoccupied orbital energy**: 4.1 eV
**E_tot**: -663.696343 a.u.
**Kohn-Sham gap**: 6.28 eV
**Net charge**: -1

---

[2]
3 unconnected molecules or ions with the total composition C17H38ClFN3O2, computed with wB97M-V/def2-TZVPD.

```
62
Properties=species:S:1:pos:R:3:lowdin_charge:R:1
C 0.24 5.81 2.15 -0.13
C -0.53 5.57 0.85 -0.69
Cl 0.41 4.41 -0.17 0.58
C -1.95 5.04 1.06 -0.16
C -3.05 6.11 1.04 -0.47
N -2.70 7.36 1.71 0.12
F -3.24 6.46 -0.30 -0.01
C -4.37 5.55 1.67 -0.69
O -4.17 4.91 2.72 -0.06
O -5.43 5.84 1.07 -0.05
H 0.12 6.83 2.49 0.06
H -0.12 5.14 2.93 0.08
H 1.30 5.61 2.01 0.05
H -0.58 6.49 0.27 0.09
H -2.05 4.48 1.98 0.11
H -2.19 4.36 0.25 0.11
H -1.89 7.29 2.30 0.05
H -2.61 8.11 1.05 0.08
C -0.42 -1.82 1.57 -0.09
C 0.47 -0.68 1.08 -0.27
N 0.97 0.15 2.15 -0.20
C 1.54 1.41 1.69 -0.25
C 2.82 1.35 0.85 -0.09
C 1.69 -0.54 3.20 -0.25
C 2.91 -1.38 2.80 -0.08
H -1.23 -1.44 2.19 0.08
H -0.85 -2.34 0.71 0.05
H 0.14 -2.56 2.14 0.06
H -0.13 -0.04 0.42 0.12
H 1.27 -1.10 0.46 0.09
H 1.73 2.04 2.57 0.11
H 0.78 1.93 1.12 0.07
H 3.70 1.09 1.44 0.05
H 2.99 2.32 0.40 0.06
H 2.73 0.62 0.03 0.07
H 0.98 -1.20 3.72 0.10
H 1.98 0.20 3.95 0.11
H 2.71 -2.01 1.94 0.06
H 3.19 -2.04 3.63 0.07
H 3.78 -0.76 2.57 0.05
C 1.44 -4.11 -1.05 -0.09
C 1.17 -4.75 -2.40 -0.28
N -0.22 -5.14 -2.57 -0.20
C -0.45 -5.99 -3.72 -0.26
C -0.20 -5.40 -5.11 -0.09
C -1.20 -4.08 -2.34 -0.24
C -1.08 -2.80 -3.17 -0.08
H 1.11 -4.76 -0.24 0.08
H 2.51 -3.94 -0.93 0.07
H 0.95 -3.14 -0.94 0.05
H 1.77 -5.65 -2.49 0.12
H 1.51 -4.06 -3.19 0.10
H -1.48 -6.35 -3.67 0.11
H 0.18 -6.87 -3.59 0.11
H -0.97 -4.69 -5.40 0.05
H -0.20 -6.21 -5.85 0.07
H 0.77 -4.91 -5.18 0.06
H -1.16 -3.81 -1.28 0.09
H -2.19 -4.52 -2.48 0.11
H -0.06 -2.43 -3.20 0.07
H -1.70 -2.02 -2.72 0.07
H -1.43 -2.94 -4.20 0.05
```

Summary:
**HOMO energy**: -4.259 eV
**Lowest unoccupied orbital energy**: 2.2 eV
**E_tot**: -1545.388909 a.u.
**Kohn-Sham gap**: 6.50 eV
**Net charge**: -1

---

[3]
A molecular structure, C6H8Cl2F4N2O22PdS4, computed with wB97M-V/def2-TZVPD.

```
49
Properties=species:S:1:pos:R:3:lowdin_spin:R:1
Pd 0.53 0.66 -0.28 1.71
Cl 0.38 -1.72 2.73 0.00
O 1.62 -2.39 3.04 0.01
O -0.53 -2.70 2.21 0.00
O -0.16 -1.03 3.87 0.00
O 0.64 -0.73 1.69 0.03
Cl -0.86 1.94 -2.95 0.00
O -2.17 1.40 -3.16 0.00
O -0.52 2.87 -3.98 0.00
O -0.77 2.53 -1.62 0.01
O 0.12 0.85 -2.91 0.02
N 2.04 2.06 0.25 0.04
S 3.66 1.52 0.53 0.00
O 4.22 1.82 1.79 0.00
O 4.46 1.40 -0.64 0.00
F 3.14 0.03 0.69 0.00
S 2.38 3.59 0.25 0.01
O 3.47 3.98 -0.57 0.01
O 2.22 4.23 1.52 0.01
F 1.15 4.20 -0.55 0.00
N -2.30 -2.95 -0.42 0.00
S -2.46 -1.31 -0.56 0.00
O -3.52 -0.82 -1.35 0.00
O -1.27 -0.52 -0.39 0.04
F -3.06 -1.11 0.91 0.00
S -1.99 -3.24 -1.99 0.00
O -1.02 -2.43 -2.63 0.00
O -3.18 -3.51 -2.73 0.00
F -1.32 -4.69 -1.80 0.00
C -3.38 3.02 3.19 0.00
C -2.66 4.27 2.66 0.00
O -1.49 3.72 2.07 0.00
C -1.62 2.39 1.93 0.00
O -0.87 1.69 1.34 0.03
O -2.74 1.94 2.55 0.00
H -4.43 2.99 2.89 0.00
H -3.39 2.96 4.28 0.00
H -2.39 4.86 3.53 0.00
H -3.24 4.87 1.97 0.00
C 2.78 -4.01 -2.37 0.00
C 1.74 -4.50 -1.37 0.00
O 1.14 -3.29 -0.93 0.00
C 1.79 -2.24 -1.44 0.00
O 1.50 -1.11 -1.18 0.04
O 2.87 -2.60 -2.16 0.00
H 2.52 -4.17 -3.41 0.00
H 3.71 -4.53 -2.17 0.00
H 2.16 -4.96 -0.47 0.00
H 1.08 -5.22 -1.83 0.00
```

Summary:
**HOMO energy (spin up / spin down)**: -4.505 / -4.484 eV
**Energy above the lowest of the compared OMol25 structures with the same formula, charge and spin**: 0.0 kcal/mol
**2S+1**: 3
**Lowest unoccupied orbital energy (spin up / spin down)**: 4.0 / 2.7 eV
**E_tot**: -5038.208853 a.u.
**Kohn-Sham gap (spin up / spin down)**: 8.53 / 7.20 eV
**Net charge**: -2

---

[4]
A single C3H3BrO molecule, computed with wB97M-V/def2-TZVPD.

```
8
Properties=species:S:1:pos:R:3:lowdin_charge:R:1
C -0.57 1.62 1.23 0.13
C -0.24 0.89 0.33 -0.19
C -0.11 -0.12 -0.72 -0.61
O 1.31 -0.95 -0.54 -0.18
Br 0.10 0.73 -2.49 0.70
H -0.55 2.49 1.84 0.04
H -0.76 -0.94 -0.76 0.07
H 1.63 -1.20 0.33 0.05
```

Summary:
**HOMO energy**: -10.544 eV
**Energy above the lowest of the compared OMol25 structures with the same formula, charge and spin**: 55.4 kcal/mol
**Structure (SMILES)**: C#C[C@H](O)Br
**Lowest unoccupied orbital energy**: 0.5 eV
**E_tot**: -2765.244191 a.u.
**Kohn-Sham gap**: 11.05 eV

---

[5]
A molecular structure, C16H45N4O5Sr2, computed with wB97M-V/def2-TZVPD.

```
72
Properties=species:S:1:pos:R:3:lowdin_charge:R:1
Sr -3.05 2.17 -3.25 1.69
Sr -5.93 2.54 1.29 1.73
O -2.64 0.54 0.45 -0.52
H -2.21 -0.19 0.94 -0.08
C 2.24 0.31 4.59 -0.05
C 0.95 0.56 5.47 -0.42
C 1.39 0.93 6.93 -0.19
O 2.07 -0.18 7.54 -0.21
C 2.45 0.08 8.88 -0.10
N 0.16 1.61 4.87 0.02
H 2.71 -0.59 4.98 0.07
H 2.97 1.13 4.58 0.08
H 1.95 0.04 3.58 0.06
H 0.36 -0.34 5.63 0.13
H 0.51 1.09 7.56 0.12
H 2.00 1.83 7.01 0.12
H 3.18 -0.72 9.04 0.09
H 1.64 -0.07 9.59 0.09
H 2.92 1.05 9.00 0.09
H -0.19 1.23 4.01 0.05
H 0.94 2.20 4.61 0.06
C 2.81 4.13 -1.45 -0.05
C 1.56 4.54 -0.71 -0.45
C 1.81 5.51 0.46 -0.23
O 2.46 4.83 1.49 -0.18
C 2.97 5.60 2.55 -0.10
N 0.58 5.01 -1.69 0.02
H 2.75 3.23 -2.05 0.08
H 3.60 3.99 -0.71 0.09
H 3.06 4.97 -2.10 0.09
H 1.16 3.65 -0.22 0.13
H 0.95 6.01 0.91 0.12
H 2.30 6.42 0.11 0.13
H 3.62 6.41 2.24 0.09
H 3.53 4.93 3.19 0.10
H 2.22 6.08 3.18 0.09
H -0.28 5.25 -1.23 0.04
H 1.02 5.87 -1.99 0.07
C -2.14 -5.12 1.64 -0.07
C -2.24 -5.62 0.20 -0.43
C -2.89 -7.01 -0.02 -0.23
O -2.20 -8.10 0.52 -0.17
C -2.87 -9.32 0.12 -0.09
N -3.01 -4.65 -0.56 0.01
H -1.65 -5.94 2.17 0.08
H -3.07 -5.12 2.20 0.08
H -1.55 -4.20 1.71 0.07
H -1.22 -5.64 -0.18 0.14
H -3.18 -7.21 -1.05 0.12
H -3.84 -7.00 0.50 0.12
H -2.35 -10.15 0.60 0.09
H -2.81 -9.40 -0.96 0.09
H -3.92 -9.42 0.40 0.09
H -3.93 -4.75 -0.16 0.06
H -2.75 -3.73 -0.23 0.05
C -0.76 1.03 -8.80 -0.07
C -1.05 1.04 -7.34 -0.48
C 0.08 0.25 -6.68 -0.21
O -0.05 0.32 -5.30 -0.22
C 0.64 -0.75 -4.63 -0.09
N -1.12 2.40 -6.95 0.05
H -1.61 1.51 -9.28 0.09
H -0.60 0.04 -9.22 0.10
H 0.11 1.63 -9.05 0.10
H -2.06 0.65 -7.18 0.14
H 1.05 0.69 -6.92 0.14
H 0.10 -0.77 -7.07 0.14
H 0.17 -1.72 -4.79 0.10
H 0.63 -0.70 -3.54 0.08
H 1.72 -0.71 -4.79 0.10
H -0.28 2.90 -7.20 0.10
H -1.89 2.85 -7.43 0.07
```

Summary:
**HOMO energy**: -13.489 eV
**Energy above the lowest of the compared OMol25 structures with the same formula, charge and spin**: 207.3 kcal/mol
**Lowest unoccupied orbital energy**: -12.4 eV
**E_tot**: -1291.953145 a.u.
**Kohn-Sham gap**: 1.05 eV
**Net charge**: +3

---

[6]
18 unconnected molecules or ions with the total composition H37O18, computed with wB97M-V/def2-TZVPD.

```
55
Properties=species:S:1:pos:R:3:lowdin_spin:R:1
O 0.73 4.27 -0.06 0.02
H -4.39 4.21 1.09 0.00
H -0.23 4.32 -0.27 0.00
O 0.68 2.23 -1.80 0.33
H 3.08 1.60 -1.60 0.00
O 1.37 0.21 -4.40 0.00
H 0.92 -0.58 -4.70 0.00
H -4.91 -0.14 2.38 0.00
O -2.59 -2.26 1.18 0.00
H 0.75 1.28 -1.57 0.00
H -3.40 -2.77 1.30 0.00
O -0.72 0.17 2.12 0.01
H -0.52 -0.50 2.79 0.00
H -1.60 0.58 2.26 0.00
O 2.55 0.28 -2.12 0.01
H 3.28 -0.24 -2.46 0.00
H 1.87 -0.15 -2.78 0.00
O -3.23 0.60 -2.06 0.02
H 0.98 0.24 1.26 0.00
H -0.07 2.48 -2.34 0.00
O -0.51 -2.22 -3.95 0.00
H -0.98 -2.59 -4.69 0.00
H -0.96 -2.17 -3.12 0.00
O 2.01 -3.86 4.15 0.00
H 2.36 -3.02 4.45 0.00
H -5.41 1.31 2.33 0.00
O -5.19 0.60 2.94 0.00
H -3.94 0.10 -2.44 0.00
H -2.03 -2.45 1.95 0.00
O 2.38 -1.30 3.03 0.04
H 2.26 -2.17 2.67 0.00
H 3.35 -1.35 3.15 0.00
O 3.97 -3.12 2.87 0.00
H 4.27 -3.48 2.03 0.00
H 3.62 -3.74 3.47 0.00
O -3.77 3.49 1.18 0.00
H 1.12 -3.82 4.50 0.00
H -4.35 2.75 1.38 0.00
O -1.75 3.28 -2.71 0.00
H -2.28 2.63 -2.13 0.00
H -2.44 3.21 -3.38 0.00
O 1.29 -4.81 0.40 0.00
H 1.52 -5.58 -0.12 0.00
H 2.17 -4.42 0.52 0.00
O -0.95 0.54 -0.37 0.37
H 1.01 4.80 0.68 0.00
H -0.94 -0.20 0.35 0.00
O 1.87 0.55 1.10 0.18
H 0.88 0.82 -3.88 0.00
H 2.65 0.28 1.58 0.00
O 2.98 2.64 -1.23 0.00
H 2.21 2.99 -0.71 0.00
H 3.24 3.28 -1.97 0.00
H -2.46 0.02 -1.93 0.00
H -1.73 1.18 -0.30 0.00
```

Summary:
**HOMO energy (spin up / spin down)**: -16.046 / -16.042 eV
**Energy above the lowest of the compared OMol25 structures with the same formula, charge and spin**: 63.2 kcal/mol
**2S+1**: 2
**Lowest unoccupied orbital energy (spin up / spin down)**: -5.7 / -12.9 eV
**E_tot**: -1375.684747 a.u.
**Kohn-Sham gap (spin up / spin down)**: 10.37 / 3.18 eV
**Net charge**: +2

---

[7]
A molecular structure, C4H8InO4, computed with wB97M-V/def2-TZVPD.

```
17
Properties=species:S:1:pos:R:3:lowdin_charge:R:1
In -0.23 2.60 0.39 0.77
O -1.12 2.00 -4.40 -0.28
C -2.03 1.09 -5.03 -0.31
C -1.97 -0.50 -4.54 -0.33
O -1.87 -0.75 -3.13 -0.25
H -1.81 0.99 -6.09 0.08
H -3.03 1.44 -4.78 0.08
H -1.15 -1.08 -4.97 0.08
H -2.84 -1.02 -4.95 0.07
O 0.82 -1.41 3.38 -0.25
C 1.49 -1.18 4.63 -0.34
C 2.60 -0.07 4.84 -0.36
O 2.23 1.23 4.36 -0.29
H 1.86 -2.13 5.01 0.08
H 0.61 -0.85 5.18 0.09
H 3.46 -0.36 4.24 0.08
H 2.97 0.02 5.86 0.08
```

Summary:
**HOMO energy**: -2.362 eV
**Energy above the lowest of the compared OMol25 structures with the same formula, charge and spin**: 120.1 kcal/mol
**Lowest unoccupied orbital energy**: -0.6 eV
**E_tot**: -647.859487 a.u.
**Kohn-Sham gap**: 1.76 eV
**Net charge**: -1